No. 1
63
Properties=species:S:1:pos:R:3:forces:R:3 method="wB97M-V/def2-TZVPD" energy_ev=-43672.801 homo_energy_ev=-10.43
O 2.061347 3.994235 -0.278186 -5.6 0.1 -0.5
H 2.857102 4.363822 -0.255040 5.3 1.5 0.2
H 1.982005 3.064960 -0.210420 0.8 -1.5 0.3
O -0.612680 4.324130 -0.771875 -1.8 -1.1 0.1
H -0.141216 5.080659 -1.110383 0.9 -0.3 0.5
H -0.118413 3.701769 -0.206261 0.4 1.3 -0.6
O -3.704207 2.596361 -1.017175 -1.0 -2.5 0.9
H -3.452407 3.352739 -1.455970 0.6 3.3 -1.2
H -2.928541 2.060824 -1.146420 0.6 -0.7 0.3
O 1.206582 1.591217 0.792209 0.8 -3.0 1.7
H 0.637119 1.085271 1.447832 0.4 1.3 -1.3
H 2.018646 0.963531 0.765424 -1.9 2.0 0.4
O -1.046609 -2.078491 2.860857 2.0 1.8 -0.6
H -1.081420 -1.064401 2.941198 -0.5 -2.4 -0.4
H -0.318016 -2.126270 2.123838 -2.6 -0.1 2.3
O 3.032840 0.995292 -0.719663 2.9 0.5 -3.0
H 2.326869 0.398682 -0.727004 -2.2 -1.6 0.0
H 3.381327 0.761617 -1.638545 -0.1 0.8 1.8
O 2.687721 -0.218060 3.128346 2.8 -9.7 -1.7
H 2.396552 -0.910844 3.827864 0.5 3.0 -1.7
H 2.590863 0.628710 3.288465 -1.2 6.0 2.3
O -0.153508 -1.894574 0.543587 1.1 0.5 -2.0
H 0.786187 -1.982776 0.751320 0.3 -0.2 -0.1
H -0.065069 -1.463173 -0.337598 -0.4 -0.4 0.3
O 5.005546 0.229392 1.606502 -1.3 0.7 -0.4
H 4.551305 1.078176 1.300898 0.8 -2.0 0.6
H 4.285504 -0.332762 2.002440 0.6 1.3 -0.1
O 0.660960 0.203019 3.967882 -1.9 2.3 -2.4
H 0.217701 0.310640 3.041548 1.0 -0.2 2.5
H 0.156457 -0.479790 4.335694 -1.3 -1.7 1.2
O -1.237447 0.396849 1.714284 -0.2 2.9 5.7
H -1.224100 0.188877 0.870510 0.7 -2.6 -6.5
H -1.852899 1.162072 1.621624 -0.3 -0.1 1.1
O 0.289386 -0.097733 -2.436839 1.5 4.0 -3.0
H 0.299880 -0.285691 -3.438993 0.0 -0.6 2.4
H 0.579670 0.946609 -2.698108 -1.3 -3.9 1.8
O -2.777371 -1.846450 -2.629979 -1.9 1.2 -0.7
H -2.876210 -1.190476 -3.369689 0.5 -0.9 1.0
H -3.717211 -1.833464 -2.303014 1.3 -0.3 -0.2
O 1.134146 -1.618458 -4.731624 -0.2 1.3 -1.2
H 0.194752 -1.746686 -4.964056 1.0 -1.0 0.8
H 1.557405 -2.196145 -4.093776 -1.0 -0.4 0.1
O 2.996053 -2.028371 0.538870 6.0 1.4 -8.4
H 4.048550 -1.665257 0.345520 -4.8 -1.1 1.4
H 2.752758 -1.995794 1.376197 -1.1 0.8 6.2
O -2.598812 1.923313 -3.967235 1.8 2.2 -7.3
H -2.162348 1.179283 -4.253163 1.2 -2.5 0.6
H -2.988730 2.133057 -3.235309 -3.2 0.4 6.8
O -3.835942 -1.538545 2.545545 -4.8 1.1 6.2
H -3.695682 -1.808564 3.568602 0.1 0.8 -4.2
H -3.160114 -1.760892 2.020863 4.7 -1.8 -2.2
O -3.608113 1.473858 1.498842 1.4 -5.9 5.2
H -3.924971 1.838257 0.759681 -2.3 2.1 -4.7
H -3.863263 0.426550 1.571106 0.6 3.8 -0.2
O -2.254642 -4.362945 -0.194229 -3.8 1.4 -2.8
H -2.728399 -3.467899 -0.245383 1.5 -2.1 0.4
H -1.588333 -4.330744 0.420921 2.3 0.7 2.4
O 2.483516 -3.626421 2.369866 2.3 1.5 1.8
H 2.221692 -4.165077 1.642481 0.3 -0.5 -1.0
H 3.436234 -3.255057 2.225084 -2.7 -1.9 0.1
O 0.080729 1.560954 -4.411395 0.6 -1.8 0.9
H -0.145523 2.425831 -4.628110 -0.7 2.4 -0.7
H 0.278334 1.081238 -5.200595 0.5 -0.2 -1.0

No. 2
23
Properties=species:S:1:pos:R:3:forces:R:3 method="wB97M-V/def2-TZVPD" charge=-1 energy_ev=-38766.299 homo_energy_ev=-2.61
C 0.305983 1.292761 0.342950 -0.8 0.3 0.2
C -0.277506 -0.016492 0.818401 1.5 0.0 0.2
O -1.725953 -0.124186 0.762928 -0.3 -0.1 0.3
S -2.047822 -1.538621 1.398445 -0.2 0.2 0.1
O -3.223442 -2.100416 0.839927 0.0 0.1 -0.3
O -1.958450 -1.459904 2.822007 0.3 -0.1 0.0
O -0.752642 -2.277671 0.836777 -0.2 0.0 -0.3
C 0.142250 -1.318115 0.163366 0.0 -0.4 0.0
P 1.909139 -1.982847 0.382164 0.1 0.0 -0.2
O 1.657544 -2.926114 1.685440 0.2 0.0 0.1
O 2.671485 -0.671982 0.979693 0.1 -0.1 0.1
H -0.330195 1.839885 -0.356830 0.2 -0.2 -0.4
H 1.249647 1.160331 -0.172861 0.0 0.0 -0.1
H 0.454138 1.937518 1.211801 0.1 0.0 0.0
H 0.031808 -0.149069 1.866331 -0.4 0.1 0.2
H -0.067548 -1.349630 -0.906555 -0.2 0.1 0.0
H 0.974425 -2.607508 2.287421 -0.2 -0.1 0.1
H 2.312698 -0.343625 1.811608 0.0 0.2 0.0
C -0.251906 2.528831 -3.334407 -0.2 0.0 -0.4
O 0.457062 2.594146 -2.192382 -0.1 -0.1 0.0
H -0.101771 3.382084 -4.054829 0.1 0.0 0.1
H -0.055122 1.625118 -3.979580 0.1 0.0 0.1
H -1.373823 2.505507 -3.211814 0.1 0.0 0.1

No. 3
72
Properties=species:S:1:pos:R:3:forces:R:3 method="wB97M-V/def2-TZVPD" charge=+1 energy_ev=-150347.959 homo_energy_ev="-8.09 / -11.13" multiplicity=5 s_squared=6.097
Cr 0.826093 -0.493309 0.935052 -0.2 0.5 0.1
N 0.954626 -0.955855 3.000350 0.1 -0.1 0.1
N 2.276521 -0.790297 3.512414 0.0 -0.1 0.0
C 3.231731 -0.514189 2.515524 0.2 -0.1 0.2
N 4.521104 -0.485033 2.864955 -0.1 -0.1 -0.1
N 2.758441 -0.171740 1.353407 -0.2 0.1 -0.2
N 3.655150 0.173944 0.358560 0.1 -0.2 0.1
O 4.616057 0.947018 0.668114 0.1 0.2 -0.1
O 3.293908 -0.178143 -0.809853 0.1 0.1 -0.1
H 0.322405 -0.352141 3.522061 0.0 0.0 0.0
H 0.649333 -1.928516 3.095273 0.0 0.1 0.0
H 2.547571 -1.516535 4.164819 0.0 0.0 0.0
H 4.868201 -1.031048 3.632859 0.0 0.0 0.0
H 5.143724 -0.090979 2.156873 0.0 0.1 0.0
O 0.502453 -0.058380 -0.936086 0.0 0.1 -0.1
S 1.175266 -0.336955 -2.298644 0.0 -0.1 0.2
C -0.280475 -0.673566 -3.361578 0.0 0.1 0.0
C -1.605207 -0.350979 -2.678767 0.0 0.0 -0.1
C -2.067526 -1.455944 -1.728967 -0.1 -0.1 0.0
C -3.148390 -0.990173 -0.749191 0.0 -0.1 0.1
S -2.645337 -1.059597 1.017213 -0.1 0.1 0.0
O -1.124821 -1.100030 1.047351 0.1 0.0 0.1
C -3.145589 -2.709491 1.401379 0.0 0.0 -0.1
C -2.544963 -3.798063 0.778251 0.0 0.0 0.1
C -2.993893 -5.068829 1.090911 0.0 0.0 0.0
C -4.029689 -5.236581 2.004754 0.0 0.0 0.0
C -4.614380 -4.141584 2.621468 0.0 0.0 0.0
C -4.167623 -2.859806 2.326249 0.0 -0.1 0.0
C 1.633123 1.278162 -2.887166 -0.1 0.0 0.1
C 1.976077 1.436712 -4.222139 0.0 0.0 0.0
C 2.407932 2.678963 -4.659423 0.0 0.0 0.0
C 2.500862 3.738016 -3.766862 0.0 0.0 0.0
C 2.175677 3.554687 -2.431232 0.0 0.0 0.0
C 1.747858 2.315764 -1.979197 0.0 0.1 -0.1
H -0.206576 -1.725803 -3.637285 0.0 0.0 0.0
H -0.138854 -0.072557 -4.258063 0.0 0.0 0.0
H -2.362726 -0.197564 -3.451670 0.0 0.0 0.0
H -1.500646 0.596924 -2.154791 0.0 0.0 0.0
H -1.219680 -1.836282 -1.164655 0.1 0.0 0.0
H -2.446660 -2.297184 -2.312068 0.0 0.0 0.0
H -4.043265 -1.609713 -0.780926 -0.1 0.0 0.0
H -3.451404 0.043753 -0.919426 0.0 0.0 0.0
H -1.730590 -3.657391 0.079849 0.0 0.0 0.0
H -2.534944 -5.929563 0.624531 0.0 0.0 0.0
H -4.378271 -6.232808 2.241192 0.0 0.0 0.0
H -5.411439 -4.281269 3.338637 0.0 0.0 0.0
H -4.604717 -1.996307 2.810219 0.0 0.0 0.0
H 1.928994 0.609029 -4.919155 0.0 0.0 0.0
H 2.682037 2.814626 -5.696401 0.0 0.0 0.0
H 2.842210 4.703862 -4.112935 0.0 0.0 0.0
H 2.268347 4.373551 -1.730096 0.0 0.0 0.0
H 1.523508 2.154927 -0.936484 0.0 0.0 0.0
N 1.957293 2.196015 3.343177 0.0 0.1 -0.1
C 1.149945 2.582664 2.336941 0.2 -0.1 0.2
N 0.382208 1.792422 1.627084 -0.1 -0.2 -0.3
C -0.431857 2.578752 0.789556 0.0 -0.1 0.0
C -1.423161 2.107983 -0.058825 0.0 0.0 0.0
C -2.139690 2.999730 -0.834712 0.0 0.0 0.0
C -1.883963 4.369541 -0.779756 0.0 0.0 0.0
C -0.905827 4.859169 0.066498 0.0 0.0 0.0
C -0.197625 3.952707 0.842277 0.0 0.1 0.0
S 1.048005 4.287610 2.004503 0.0 0.1 0.0
H 2.176077 1.223863 3.487227 -0.1 0.0 0.1
H 2.629765 2.854927 3.697143 0.0 0.0 0.0
H -1.592634 1.048504 -0.129796 0.0 0.0 0.0
H -2.908357 2.630958 -1.502401 0.0 0.0 0.0
H -2.453727 5.051602 -1.394251 0.0 0.0 0.0
H -0.703165 5.919530 0.126556 0.0 0.0 0.0
Cl 0.846151 -3.644603 -1.274718 0.0 -0.1 -0.1
Si 1.548733 -2.786327 0.473874 0.1 -0.2 0.1
Cl 3.546918 -3.254397 0.597027 0.0 0.0 -0.1
Cl 0.723346 -4.006376 2.003393 0.0 0.0 0.0

No. 4
28
Properties=species:S:1:pos:R:3:forces:R:3 method="wB97M-V/def2-TZVPD" energy_ev=-82159.802 homo_energy_ev=-7.87
C 3.628993 -0.084421 0.444812 3.6 1.1 1.5
C 2.388621 0.432306 0.034826 -3.1 0.3 -0.3
C 2.204885 1.734553 -0.236633 -0.4 0.7 -0.7
C 0.824794 1.954018 -0.524596 0.9 0.5 0.5
Br 0.396855 3.755974 -0.779603 -0.5 0.5 -0.2
C 0.045884 0.870758 -0.412541 3.1 -3.5 1.1
C -1.277821 0.412017 -0.839536 -1.6 0.3 1.1
C -1.198887 -0.566217 -2.026361 0.7 0.5 -0.1
C -2.078107 1.649368 -1.294436 -1.3 0.6 0.0
C -2.102779 -0.194378 0.320160 0.1 1.4 0.6
N 1.210534 -0.290647 0.038976 -1.4 6.4 -1.9
C 1.286781 -1.630780 0.281061 -1.8 -4.3 0.0
H 4.386429 0.694957 0.152335 -0.4 -1.0 0.0
H 3.715980 -0.050334 1.548468 -0.1 -0.6 -0.3
H 3.931874 -1.031126 0.060927 0.3 -0.7 -0.2
H 2.978675 2.493424 -0.330551 -0.3 -0.3 0.2
H -2.200241 -0.901967 -2.206355 -0.6 0.0 -0.6
H -0.753096 -0.002007 -2.860518 -0.5 -0.3 0.0
H -0.604718 -1.478885 -1.934364 0.2 0.3 0.6
H -3.001902 1.314449 -1.847253 1.1 0.2 0.1
H -2.552160 2.289750 -0.458537 1.4 -1.0 -1.0
H -1.403465 2.254477 -1.921926 -0.9 0.0 0.0
H -1.487152 -0.878085 0.871374 -0.2 -0.8 0.3
H -2.523397 0.547675 1.051259 1.0 -0.2 -0.6
H -3.019464 -0.567655 -0.076514 -0.5 -1.1 -0.4
H 2.314026 -1.917557 0.016584 -0.7 -0.7 -0.1
H 1.132154 -1.936485 1.333454 0.1 0.3 -0.1
H 0.485650 -2.293028 -0.274018 1.7 1.4 0.6